No. 1
{
  "formula": "C20H35F2IN2NbO14S",
  "method": "the ωB97M-V functional and the def2-TZVPD basis",
  "elements": ["C", "C", "O", "C", "O", "Nb", "I", "C", "N", "C", "C", "C", "F", "N", "C", "O", "S", "O", "O", "F", "H", "H", "H", "H", "H", "H", "H", "H", "H", "H", "H", "H", "H", "H", "H", "H", "H", "C", "C", "C", "O", "C", "O", "O", "H", "H", "H", "H", "H", "H", "C", "C", "C", "O", "C", "O", "O", "H", "H", "H", "H", "H", "H", "C", "C", "C", "O", "C", "O", "O", "H", "H", "H", "H", "H", "H"],
  "xyz": [[4.225, 3.685, -1.102], [4.061, 5.245, -0.950], [5.235, 6.004, -1.304], [2.837, 5.691, -1.893], [1.777, 6.099, -1.025], [-0.107, 5.934, -1.816], [-0.329, 8.762, -1.526], [0.581, 6.352, -3.949], [0.478, 5.165, -4.867], [0.041, 3.717, -2.182], [-0.203, 2.768, -0.954], [-0.100, 1.268, -1.520], [0.863, 2.852, -0.001], [-2.142, 5.885, -2.486], [-2.767, 6.896, -1.993], [-3.555, 7.627, -1.550], [-1.018, 5.648, 0.583], [-1.351, 7.023, 1.030], [-2.278, 4.882, 0.665], [0.141, 5.133, 1.697], [4.956, 3.219, -0.387], [3.198, 3.239, -0.917], [4.463, 3.476, -2.184], [3.803, 5.544, 0.109], [5.569, 5.619, -2.133], [3.217, 6.612, -2.441], [2.569, 4.916, -2.661], [-0.185, 7.083, -4.360], [1.569, 6.877, -4.026], [-0.476, 4.797, -4.779], [1.169, 4.454, -4.628], [-0.762, 3.458, -2.944], [1.010, 3.371, -2.666], [-1.222, 2.826, -0.493], [-0.093, 0.534, -0.656], [-0.905, 1.041, -2.265], [0.933, 1.195, -1.976], [-0.970, -3.909, 1.491], [-1.142, -3.044, 0.264], [-1.460, -3.821, -0.980], [-0.953, -2.968, -2.004], [0.108, -2.309, -1.454], [0.944, -1.735, -2.079], [0.089, -2.401, -0.097], [-1.853, -4.528, 1.664], [-0.096, -4.556, 1.402], [-0.810, -3.288, 2.375], [-1.893, -2.269, 0.458], [-2.529, -3.994, -1.105], [-0.931, -4.779, -1.043], [-4.212, -4.209, 5.384], [-4.336, -2.898, 4.637], [-5.546, -2.821, 3.752], [-5.129, -1.893, 2.753], [-3.783, -2.056, 2.630], [-3.138, -1.664, 1.707], [-3.273, -2.733, 3.695], [-5.108, -4.410, 5.974], [-4.042, -5.042, 4.698], [-3.355, -4.181, 6.060], [-4.302, -2.063, 5.344], [-6.430, -2.461, 4.278], [-5.784, -3.768, 3.257], [3.609, -7.713, -0.313], [2.662, -6.776, 0.404], [3.096, -6.433, 1.800], [1.855, -6.134, 2.435], [0.921, -6.911, 1.819], [-0.161, -7.143, 2.261], [1.391, -7.393, 0.634], [4.622, -7.307, -0.336], [3.630, -8.696, 0.162], [3.280, -7.871, -1.343], [2.503, -5.876, -0.199], [3.770, -5.577, 1.833], [3.556, -7.273, 2.331]],
  "orbital_gap_ev": 6.34,
  "e_homo_ha": -0.191,
  "e_tot_ha": -2898.61380,
  "charge": -1,
  "multiplicity": 1,
  "lumo_energy_ev": 1.16
}

=====

No. 2
{
  "formula": "C20H35MgN2O2P2",
  "method": "the ωB97M-V functional and the def2-TZVPD basis",
  "elements": ["Mg", "P", "C", "C", "N", "C", "C", "C", "C", "C", "P", "H", "H", "H", "H", "H", "H", "H", "H", "O", "H", "H", "O", "H", "C", "H", "H", "H", "C", "H", "H", "H", "C", "H", "H", "H", "C", "H", "H", "H", "C", "N", "C", "C", "C", "C", "C", "C", "C", "C", "H", "H", "H", "H", "H", "H", "H", "H", "H", "H", "H", "H"],
  "xyz": [[0.173, 0.365, -0.029], [2.411, -0.793, 0.108], [2.467, -1.094, -1.711], [1.146, -1.449, -2.355], [0.021, -0.880, -1.872], [-1.159, -1.122, -2.485], [-1.257, -2.009, -3.566], [-0.094, -2.577, -4.085], [1.130, -2.254, -3.499], [-2.421, -0.485, -1.957], [-2.161, 1.038, -0.953], [2.084, -2.614, -3.892], [-2.250, -2.216, -3.981], [-0.139, -3.245, -4.948], [-3.079, -0.243, -2.802], [-2.958, -1.181, -1.293], [2.829, -0.126, -2.113], [3.208, -1.881, -1.901], [0.991, 3.904, -2.346], [1.508, 3.080, -2.509], [2.285, 3.324, -3.034], [-0.468, 4.501, -0.240], [-0.423, 4.451, -1.218], [-0.868, 5.293, -1.438], [-2.456, 2.247, -2.279], [-3.475, 2.130, -2.683], [-2.277, 3.255, -1.884], [-1.699, 2.060, -3.052], [-3.806, 1.055, -0.156], [-3.869, 1.964, 0.454], [-4.631, 1.027, -0.887], [-3.860, 0.194, 0.523], [2.464, -2.499, 0.711], [3.406, -2.972, 0.404], [2.374, -2.483, 1.803], [1.599, -3.037, 0.312], [4.143, -0.296, 0.397], [4.228, 0.077, 1.425], [4.833, -1.140, 0.242], [4.381, 0.535, -0.280], [1.678, 0.399, 3.539], [0.929, 1.043, 2.440], [1.485, 2.367, 2.108], [-0.531, 1.011, 2.763], [-1.066, -0.384, 2.520], [-1.670, -1.094, 3.571], [-2.011, -2.435, 3.403], [-1.844, -3.039, 2.159], [-1.391, -2.265, 1.055], [-0.935, -0.974, 1.267], [2.571, 0.980, 3.831], [2.006, -0.604, 3.243], [1.035, 0.272, 4.429], [2.025, 2.331, 1.143], [0.709, 3.140, 2.013], [2.233, 2.691, 2.854], [-0.703, 1.315, 3.812], [-1.073, 1.733, 2.128], [-1.848, -0.592, 4.517], [-2.403, -3.017, 4.235], [-2.093, -4.094, 1.997], [-1.433, -2.692, 0.041]],
  "orbital_gap_ev": 7.66,
  "e_homo_ha": -0.373,
  "e_tot_ha": -1925.71241,
  "charge": 1,
  "multiplicity": 1,
  "lumo_energy_ev": -2.50
}

=====

No. 3
{
  "formula": "C20H35N3O5S",
  "method": "the ωB97M-V functional and the def2-TZVPD basis",
  "elements": ["C", "C", "C", "C", "C", "C", "C", "C", "O", "N", "C", "C", "C", "C", "C", "C", "O", "C", "C", "N", "C", "O", "C", "S", "N", "O", "O", "C", "C", "H", "H", "H", "H", "H", "H", "H", "H", "H", "H", "H", "H", "H", "H", "H", "H", "H", "H", "H", "H", "H", "H", "H", "H", "H", "H", "H", "H", "H", "H", "H", "H", "H", "H", "H"],
  "xyz": [[-5.143, 3.360, 3.207], [-3.986, 3.992, 2.436], [-4.383, 5.418, 2.049], [-2.733, 3.997, 3.326], [-1.465, 4.420, 2.589], [-1.229, 3.544, 1.361], [-2.448, 3.583, 0.431], [-2.184, 2.775, -0.829], [-1.959, 3.309, -1.903], [-2.192, 1.422, -0.682], [-1.696, 0.563, -1.736], [-0.187, 0.425, -1.698], [0.355, -0.431, -2.832], [1.859, -0.632, -2.668], [2.161, -1.176, -1.282], [1.529, -0.266, -0.241], [0.132, -0.149, -0.432], [1.809, -2.665, -1.040], [3.169, -2.834, -0.320], [4.002, -4.002, -0.556], [4.041, -4.698, -1.713], [3.595, -4.312, -2.777], [4.783, -6.032, -1.654], [4.258, -7.152, -0.380], [2.642, -7.270, -0.625], [4.859, -8.419, -0.657], [4.445, -6.494, 0.887], [3.633, -1.501, -0.950], [-3.706, 3.144, 1.185], [-4.902, 2.338, 3.506], [-5.365, 3.933, 4.111], [-6.049, 3.331, 2.597], [-3.602, 5.938, 1.495], [-5.280, 5.408, 1.425], [-4.602, 6.006, 2.943], [-2.909, 4.647, 4.188], [-2.587, 2.985, 3.722], [-1.541, 5.465, 2.277], [-0.609, 4.361, 3.264], [-0.338, 3.869, 0.819], [-1.047, 2.513, 1.687], [-2.574, 4.605, 0.071], [-2.168, 1.050, 0.252], [-2.146, -0.425, -1.627], [-2.001, 0.986, -2.691], [0.261, 1.429, -1.751], [-0.153, -1.401, -2.811], [0.123, 0.043, -3.788], [2.252, -1.312, -3.427], [2.372, 0.329, -2.796], [1.671, -0.659, 0.769], [1.998, 0.728, -0.289], [0.918, -2.864, -0.442], [1.764, -3.225, -1.969], [3.060, -2.748, 0.759], [4.330, -4.499, 0.260], [4.646, -6.536, -2.607], [5.850, -5.880, -1.477], [2.361, -8.169, -0.990], [2.102, -6.956, 0.169], [4.209, -1.687, -1.856], [4.174, -0.802, -0.309], [-3.599, 2.101, 1.502], [-4.573, 3.180, 0.518]],
  "orbital_gap_ev": 9.72,
  "e_homo_ha": -0.342,
  "e_tot_ha": -1721.79733,
  "charge": 0,
  "multiplicity": 1,
  "smiles": "CC1(C)CCC[C@@H](C(=O)NC[C@@H]2CC[C@]3(CO2)C[C@H](NC(=O)CS(N)(=O)=O)C3)C1",
  "lumo_energy_ev": 0.43,
  "de_lowest_kj_mol": 9.0
}

=====

> Which formula does entry 3 have?

C20H35N3O5S